[1]
53
Properties=species:S:1:pos:R:3:forces:R:3 method="wB97M-V/def2-TZVPD" mol_weight_g_mol=394.49 homo_energy_ev=-8.93 relative_energy_kcal_mol=40.9 total_charge=0
O 2.0410 2.3476 -1.9475 0.2 0.3 0.0
C 1.4019 1.4427 -1.4373 -0.1 -0.1 0.4
N 1.0203 0.3626 -2.1556 0.0 -0.1 -0.3
C 0.2245 -0.7563 -1.6924 -0.2 -0.3 0.2
H -0.8407 -0.5664 -1.8783 0.0 0.0 0.1
C 0.6265 -2.0231 -2.4385 -0.1 0.0 -0.3
H 1.6976 -2.1998 -2.3406 0.0 0.0 0.1
H 0.0942 -2.8781 -2.0217 0.0 -0.1 0.0
C 0.2972 -1.9110 -3.9385 0.1 0.5 0.3
C 0.3849 -0.4402 -4.3845 0.0 -0.4 0.1
C 1.4084 0.3200 -3.5583 0.1 0.3 -0.4
H 1.5013 1.3529 -3.9032 0.1 -0.2 0.0
H 2.3895 -0.1591 -3.6594 0.0 0.1 0.0
H -0.6049 0.0033 -4.2750 0.0 0.1 0.0
H 0.6641 -0.4068 -5.4377 -0.1 0.0 0.0
O -1.0100 -2.3833 -4.2274 0.0 0.3 0.0
C -0.8950 -3.6395 -4.8553 0.3 -0.4 -0.1
H -1.7333 -3.7596 -5.5405 0.0 -0.1 0.0
C 0.4668 -3.5414 -5.5452 -0.4 0.0 -0.2
H 0.9805 -4.4961 -5.6524 -0.1 0.0 0.0
O 1.2046 -2.7346 -4.6561 0.1 0.0 0.3
H 0.3756 -3.0523 -6.5248 0.0 -0.1 0.1
H -0.8997 -4.4469 -4.1104 0.0 0.0 -0.1
H 0.3553 -0.9101 -0.6209 -0.1 0.1 -0.1
C 0.9989 1.4852 0.0300 0.2 0.3 -0.1
H 1.1743 0.5063 0.4850 0.0 0.0 -0.2
C -0.4838 1.8586 0.1756 0.0 -0.1 0.0
C -0.7741 2.2596 1.6361 -0.5 0.0 -0.3
N 0.2387 1.7727 2.5440 0.0 -1.1 0.3
S 0.1271 0.1262 2.8504 -0.3 0.3 0.6
O -0.5582 -0.5816 1.7995 -0.2 0.2 0.1
O 1.4196 -0.3539 3.2458 0.1 0.2 0.2
C -0.9428 0.1747 4.2842 0.2 -0.1 -0.5
C -2.2577 -0.2346 4.1869 0.0 -0.1 -0.2
C -3.0753 -0.1552 5.3032 0.0 0.0 0.1
C -2.5670 0.3309 6.4970 -0.1 0.0 0.0
C -1.2436 0.7368 6.5834 0.1 0.0 -0.1
C -0.4254 0.6608 5.4691 0.1 0.0 0.2
H 0.6099 0.9600 5.5006 0.1 0.1 0.1
H -0.8522 1.1101 7.5175 0.0 0.0 0.1
H -3.2043 0.3907 7.3668 -0.1 0.0 0.1
H -4.1050 -0.4736 5.2419 -0.1 0.0 0.0
H -2.6151 -0.6186 3.2443 -0.1 -0.1 -0.1
C 1.5584 2.3254 2.2970 0.6 0.1 0.1
C 1.8332 2.5107 0.7983 -0.1 -0.2 -0.1
H 1.5586 3.5131 0.4676 0.1 0.0 0.0
H 2.8923 2.3716 0.5852 0.0 0.1 0.0
H 2.2654 1.6212 2.7367 0.1 0.2 0.0
H 1.6334 3.2790 2.8313 0.0 -0.1 0.0
H -1.7287 1.8488 1.9683 -0.1 0.2 -0.1
H -0.8083 3.3470 1.7449 0.0 -0.1 0.1
H -0.7127 2.6940 -0.4888 0.0 0.0 0.0
H -1.1060 1.0097 -0.1004 -0.1 0.1 -0.1

---

[2]
144
Properties=species:S:1:pos:R:3:forces:R:3 method="wB97M-V/def2-TZVPD" mol_weight_g_mol=721.15 homo_energy_ev=-9.43 relative_energy_kcal_mol=51.6 total_charge=0
C 2.6507 -22.4316 -23.3500 -0.6 0.2 0.6
C 1.1523 -22.7599 -23.1708 0.8 0.0 0.6
C 0.5078 -22.1535 -21.9152 0.3 -1.1 0.1
O 0.4659 -22.2595 -24.2592 -0.7 0.4 -1.8
H 2.7678 -21.3551 -23.4743 -0.2 0.2 0.2
H 3.0770 -22.8492 -24.2621 0.1 -0.5 0.3
H 3.1814 -22.6881 -22.4331 0.4 -0.4 -0.2
H 0.9419 -23.8240 -23.2784 0.4 -0.4 0.8
H -0.5110 -22.5387 -21.8730 -0.2 0.4 -0.1
H 0.5334 -21.0642 -21.9440 -0.1 -0.1 -0.1
H 0.9699 -22.5240 -21.0001 0.3 0.2 0.1
H 0.8984 -21.4266 -24.4612 -0.3 0.9 -0.4
C 9.1316 -22.6884 -24.4444 0.3 -0.8 0.8
C 7.8221 -23.2282 -23.8544 -0.1 0.6 -1.9
C 6.8976 -22.0465 -23.6036 -0.6 0.3 0.3
O 7.2868 -24.0809 -24.8947 0.6 0.5 0.8
H 9.7616 -22.2855 -23.6514 -0.2 0.5 0.0
H 8.9488 -21.9564 -25.2310 0.1 -0.1 0.0
H 9.7321 -23.5251 -24.8013 -0.2 0.0 -0.4
H 8.0288 -23.7749 -22.9343 -0.1 -0.2 0.1
H 6.6273 -21.5165 -24.5169 0.6 0.0 -0.3
H 7.3624 -21.3402 -22.9157 0.0 0.1 0.0
H 5.9072 -22.2723 -23.2084 0.0 -0.6 0.4
H 6.3895 -24.3292 -24.6605 -0.4 -0.4 0.0
C 2.9724 -19.7213 -20.5699 -0.4 -0.7 1.1
C 3.5037 -18.5503 -21.3142 1.2 0.2 0.1
C 4.8889 -18.8200 -21.9006 0.5 0.2 0.2
O 2.6022 -18.2264 -22.3288 -1.2 0.2 -1.3
H 3.1996 -19.6506 -19.5062 0.1 0.2 -0.1
H 3.4354 -20.6582 -20.8797 -0.3 -0.1 -0.3
H 1.8845 -19.7804 -20.6032 0.0 0.0 -0.3
H 3.5607 -17.6825 -20.6571 0.1 0.1 0.3
H 4.8640 -19.4329 -22.8016 -0.3 -0.1 0.0
H 5.5428 -19.3375 -21.1986 -0.1 0.0 0.2
H 5.4046 -17.8924 -22.1488 0.0 0.1 -0.1
H 2.9428 -17.4874 -22.8382 0.1 0.2 0.0
C -0.4173 -26.4826 -17.9963 0.0 0.9 -0.5
C -0.0782 -26.6766 -19.4761 -0.1 0.4 0.8
C 0.5929 -25.4820 -20.1117 0.1 0.8 -0.4
O 0.7703 -27.8000 -19.5700 0.4 -0.5 -0.6
H -0.8093 -25.4727 -17.8763 -0.2 0.0 0.2
H 0.4998 -26.5416 -17.4102 0.0 -0.1 0.0
H -1.1608 -27.1927 -17.6343 0.1 -0.1 0.0
H -0.9891 -26.8445 -20.0507 -0.2 -0.1 0.0
H 1.5020 -25.0921 -19.6540 0.1 -0.5 0.3
H -0.0517 -24.6031 -20.1186 -0.5 -0.2 0.1
H 0.8091 -25.6710 -21.1632 0.1 -0.2 -0.1
H 0.2513 -28.5490 -19.2681 0.1 -0.2 0.0
C -2.6162 -21.8956 -26.1549 0.6 0.7 0.9
C -2.7649 -21.6977 -24.6075 -2.0 0.2 -1.9
C -4.2400 -21.7325 -24.2591 -0.4 1.7 0.8
O -2.2350 -22.7450 -23.8896 0.7 -1.2 0.5
H -3.0105 -22.8847 -26.3877 0.0 0.1 -0.3
H -1.5962 -21.7672 -26.5170 0.4 -0.6 0.4
H -3.0885 -21.0895 -26.7164 -0.7 -0.2 0.2
H -2.3623 -20.7495 -24.2513 0.2 0.2 -0.3
H -4.2987 -21.3749 -23.2311 -0.2 -0.4 0.4
H -4.7755 -22.6783 -24.3412 0.4 -0.1 -0.3
H -4.7885 -20.9346 -24.7597 -0.1 -0.2 -0.5
H -1.3077 -22.7542 -24.1376 0.9 -0.2 0.2
C -3.9193 -26.1622 -21.0852 -0.3 0.5 0.6
C -4.3128 -24.8315 -21.7506 -2.1 -1.2 -1.1
C -5.6234 -24.2103 -21.2507 -0.5 -0.9 0.3
O -3.3870 -23.8878 -21.5278 3.2 2.1 1.8
H -2.9238 -26.5023 -21.3706 -0.1 0.1 -0.3
H -4.6497 -26.9596 -21.2217 0.0 0.1 -0.4
H -3.8901 -26.0011 -20.0075 0.1 0.1 0.2
H -4.3593 -24.9663 -22.8312 -0.4 -0.4 -0.3
H -6.4777 -24.8825 -21.3311 -0.1 -0.1 -0.1
H -5.8689 -23.2711 -21.7464 0.2 -0.1 -0.2
H -5.5180 -23.9718 -20.1924 0.1 0.0 0.1
H -3.0825 -23.3878 -22.2886 0.1 -0.1 -0.7
C 3.2192 -19.4853 -25.8288 0.9 -0.2 -0.9
C 1.7813 -19.0773 -25.7293 0.4 0.7 -2.0
C 0.9145 -19.5888 -26.8930 0.4 -0.3 0.0
O 1.2901 -19.5821 -24.5791 -1.9 -1.2 2.5
H 3.7983 -19.2970 -24.9247 -0.2 0.2 0.2
H 3.7065 -18.9355 -26.6339 0.2 -0.1 -0.2
H 3.2839 -20.5537 -26.0344 0.1 -0.1 -0.1
H 1.7492 -17.9890 -25.6788 -0.2 0.4 -0.3
H -0.1023 -19.1963 -26.9045 0.2 0.5 0.0
H 0.7735 -20.6693 -26.8631 0.3 -0.2 0.4
H 1.4363 -19.4544 -27.8405 -0.2 0.4 -0.1
H 1.6039 -19.0605 -23.8368 0.2 -0.1 0.6
C -2.9189 -19.6781 -18.9492 -0.7 1.1 -0.2
C -2.7286 -21.0470 -19.5197 0.8 -1.2 0.3
C -2.0492 -21.9091 -18.4793 0.4 -0.3 0.5
O -3.9629 -21.6222 -19.8516 -1.2 0.7 0.2
H -2.0400 -19.1531 -18.5749 0.4 -0.5 -0.2
H -3.5906 -19.7108 -18.0915 -0.2 -0.2 -0.1
H -3.3616 -19.0158 -19.6932 -0.2 0.0 0.0
H -2.1353 -21.0844 -20.4334 0.5 0.6 -0.1
H -2.6956 -22.0031 -17.6067 -0.1 0.1 0.1
H -1.1191 -21.4455 -18.1504 0.2 -0.1 0.0
H -1.8388 -22.9260 -18.8106 0.0 0.0 -0.3
H -3.8123 -22.4459 -20.3211 0.2 -0.4 -0.3
C 0.3491 -24.2032 -27.3452 -0.3 -0.2 -0.7
C 1.6235 -24.0344 -28.1921 -1.1 -0.1 -0.3
C 1.3768 -23.8919 -29.7262 0.9 -1.1 0.9
O 2.2848 -22.8750 -27.6984 0.0 0.1 -0.1
H -0.4106 -23.4876 -27.6596 0.0 0.2 0.1
H 0.5481 -24.0766 -26.2810 0.1 0.2 0.0
H -0.0995 -25.1922 -27.4384 0.1 -0.2 -0.2
H 2.2711 -24.8676 -27.9190 0.1 -0.4 -0.7
H 0.9846 -24.8106 -30.1622 -0.7 -0.1 0.4
H 2.3533 -23.9113 -30.2102 0.1 0.9 0.0
H 0.7500 -23.0451 -30.0058 0.2 0.0 0.2
H 2.1834 -23.0750 -26.7650 0.5 0.9 0.5
C 2.6943 -22.3842 -18.2435 0.4 -0.7 -0.4
C 4.0862 -22.3484 -17.5963 -1.8 0.7 -2.1
C 4.8772 -21.2876 -18.3091 0.4 -0.1 0.4
O 3.8722 -21.9598 -16.2752 0.6 -0.6 0.8
H 2.8135 -22.6186 -19.3013 0.0 -0.2 -0.2
H 2.1958 -21.4149 -18.2326 0.0 0.0 0.4
H 2.0707 -23.1673 -17.8122 -0.1 0.2 0.1
H 4.5950 -23.2922 -17.7923 -0.1 -0.5 0.7
H 4.9296 -21.4836 -19.3801 0.2 0.1 0.1
H 5.8686 -21.3201 -17.8572 0.3 0.5 -0.3
H 4.3604 -20.3517 -18.0965 0.5 0.2 -0.1
H 4.7424 -21.9906 -15.8710 0.0 0.2 0.6
C 2.5896 -25.8503 -25.1812 -0.1 -0.8 -0.6
C 4.0202 -26.4015 -25.2068 -0.3 0.9 -0.3
C 4.7147 -26.4948 -26.5692 0.3 -0.1 0.6
O 4.7490 -25.4411 -24.4382 0.7 -0.2 -0.3
H 2.5977 -24.8750 -25.6677 0.0 0.1 0.4
H 2.2351 -25.8153 -24.1511 0.1 0.4 0.1
H 1.8380 -26.4507 -25.6938 0.1 -0.3 -0.3
H 4.0586 -27.3866 -24.7418 0.0 -0.1 0.2
H 4.3206 -27.3119 -27.1735 -0.3 0.3 -0.2
H 5.7622 -26.7407 -26.3948 0.1 -0.1 0.2
H 4.7706 -25.5411 -27.0940 -0.5 0.0 -0.1
H 4.4455 -25.4907 -23.5288 -0.1 0.0 0.5
C 5.4710 -24.2690 -20.5139 -0.2 -1.6 -0.7
C 4.9492 -25.7366 -20.5963 0.5 2.0 1.3
C 4.2049 -26.1719 -19.3197 0.8 -1.4 -0.3
O 4.1064 -25.8035 -21.7066 -1.3 0.2 -0.9
H 4.6101 -23.6006 -20.5288 0.2 0.2 0.1
H 6.0692 -24.1992 -21.4224 0.0 0.8 0.0
H 6.1233 -24.1220 -19.6531 -0.2 0.1 0.0
H 5.7976 -26.3429 -20.9138 0.3 -0.4 1.1
H 4.7458 -26.0317 -18.3838 0.3 0.3 -0.2
H 4.1540 -27.2534 -19.4455 -0.4 -0.3 0.4
H 3.1818 -25.8371 -19.1483 0.3 0.4 -0.6
H 3.5428 -26.5710 -21.5838 -0.3 -0.1 -0.1